(1)
# C27H23ClN3O5SSn

A molecular structure, C27H23ClN3O5SSn (wB97M-V/def2-TZVPD, the Open Molecules 2025 dataset).

Calculated values
**ΔE to the lowest compared entry with this formula, charge and spin**: 0.0 kJ/mol
**E_HOMO**: -4.0 eV
**HOMO-LUMO gap**: 6.3 eV
**Total charge**: -1

Each line ends with the natural charge from an NBO analysis.
Geometry (Å):
Sn 0.032 -0.018 0.414  1.179
O 4.174 0.773 1.523  -0.587
C 3.138 0.703 0.887  0.641
N 1.888 1.133 1.237  -0.774
C 1.763 1.994 2.292  0.645
O 2.640 2.608 2.872  -0.592
C 0.329 2.249 2.702  0.159
C 0.063 2.951 3.867  -0.218
C -1.257 3.179 4.207  -0.163
C -2.262 2.731 3.362  -0.265
C -1.904 2.044 2.217  0.095
N -0.633 1.804 1.904  -0.473
C 3.199 0.063 -0.490  0.131
C 4.424 -0.354 -0.993  -0.215
C 4.468 -0.888 -2.267  -0.174
C 3.291 -0.991 -2.995  -0.253
C 2.114 -0.568 -2.405  0.067
N 2.069 -0.052 -1.179  -0.448
H 0.893 3.286 4.471  0.241
H -1.505 3.701 5.123  0.207
H -3.306 2.888 3.593  0.215
H -2.646 1.648 1.539  0.219
H 5.300 -0.241 -0.370  0.244
H 5.406 -1.224 -2.691  0.208
H 3.278 -1.404 -3.994  0.214
H 1.166 -0.648 -2.923  0.198
O 0.336 -3.176 -2.011  -0.980
S -0.979 -2.480 -2.049  1.288
C -1.908 -3.287 -3.371  -0.151
C -3.046 -2.682 -3.883  -0.241
C -3.748 -3.310 -4.901  -0.209
C -3.301 -4.524 -5.407  -0.219
C -2.148 -5.108 -4.898  -0.196
C -1.443 -4.488 -3.877  -0.243
C -1.959 -3.123 -0.689  -0.277
C -3.123 -2.473 -0.314  -0.145
C -3.836 -2.950 0.772  -0.188
C -3.381 -4.060 1.468  -0.205
C -2.202 -4.688 1.090  -0.211
C -1.476 -4.215 0.007  -0.206
H -3.377 -1.728 -3.489  0.222
H -4.640 -2.850 -5.306  0.211
H -3.847 -5.011 -6.204  0.208
H -1.797 -6.050 -5.301  0.208
H -0.533 -4.908 -3.468  0.246
H -3.439 -1.573 -0.829  0.210
H -4.718 -2.425 1.112  0.222
H -3.921 -4.405 2.340  0.217
H -1.833 -5.534 1.656  0.208
H -0.530 -4.652 -0.288  0.240
Cl -3.811 -1.929 4.388  -0.120
C -2.024 -1.971 4.175  -0.457
C -1.477 -1.025 3.088  0.750
O -0.278 -0.721 3.261  -0.737
O -2.228 -0.704 2.142  -0.768
H -1.765 -2.993 3.904  0.215
H -1.578 -1.724 5.132  0.219
C -0.753 1.464 -1.080  -1.210
H -0.251 2.425 -0.939  0.210
H -1.828 1.617 -0.939  0.196
H -0.590 1.133 -2.110  0.194

=====

(2)
# C2H2N2

2 unconnected molecules or ions with the total composition C2H2N2 at a distorted geometry (wB97M-V/def2-TZVPD, the Open Molecules 2025 dataset).

Calculated values
**ΔE to the lowest compared entry with this formula, charge and spin**: 569.4 kJ/mol
**E_HOMO (alpha / beta)**: -9.0 / -9.7 eV
**HOMO-LUMO gap (alpha / beta)**: 9.4 / 8.6 eV

Each line ends with the natural charge from an NBO analysis.
Geometry (Å):
C 0.636 -1.137 -0.276  0.049
C -0.264 -0.035 0.078  0.202
N 1.354 -0.260 0.128  -0.207
N -1.228 0.679 0.242  -0.300
H 0.487 -2.072 -0.786  0.235
H -0.986 2.825 0.613  0.022

=====

(3)
# C3OS4

A single C3OS4 molecule at a distorted geometry (wB97M-V/def2-TZVPD, the Open Molecules 2025 dataset).

Calculated values
**ΔE to the lowest compared entry with this formula, charge and spin**: 108.7 kJ/mol
**E_HOMO**: -9.3 eV
**Structure (SMILES)**: S=C1OC(=S)C(=S)S1
**HOMO-LUMO gap**: 6.5 eV

Each line ends with the natural charge from an NBO analysis.
Geometry (Å):
S 2.336 1.363 -1.480  -0.034
C 0.907 0.549 -1.022  -0.003
O 0.975 -0.661 -0.593  -0.454
C -0.097 -1.060 0.170  0.152
S -0.038 -2.585 1.025  0.091
C -1.059 0.138 0.439  -0.457
S -2.249 0.226 1.493  0.227
S -0.443 1.467 -0.587  0.477

=====

(4)
# C2H4N2

2 unconnected molecules or ions with the total composition C2H4N2 at a distorted geometry (wB97M-V/def2-TZVPD, the Open Molecules 2025 dataset).

Calculated values
**ΔE to the lowest compared entry with this formula, charge and spin**: 0.0 kJ/mol
**E_HOMO**: -24.5 eV
**HOMO-LUMO gap**: 15.1 eV
**Total charge**: +2

Each line ends with the natural charge from an NBO analysis.
Geometry (Å):
C 1.477 -0.368 1.571  0.495
C -1.287 0.803 -2.520  0.566
N 1.368 -0.890 2.607  -0.329
N -1.448 0.336 -1.495  -0.392
H 1.481 0.080 0.548  0.322
H -1.040 1.239 -3.484  0.338
H 1.203 -1.160 3.533  0.513
H -1.982 0.058 -0.752  0.488

=====

(5)
# C15H35AsBHgN4Si3

A molecular structure, C15H35AsBHgN4Si3 (wB97M-V/def2-TZVPD, the Open Molecules 2025 dataset).

Calculated values
**Spin multiplicity**: 2
**ΔE to the lowest compared entry with this formula, charge and spin**: 12.8 kJ/mol
**E_HOMO (alpha / beta)**: -6.8 / -8.2 eV
**HOMO-LUMO gap (alpha / beta)**: 7.3 / 6.9 eV
**⟨S²⟩**: 0.76

Each line ends with the Mulliken spin population.
Geometry (Å):
Hg -0.965 -1.305 1.461  0.731
B -0.082 -0.085 5.092  -0.015
N -1.542 -0.057 4.501  0.032
C -2.603 0.094 5.302  0.021
C -3.751 0.165 4.533  0.010
C -3.283 0.041 3.231  0.011
N -1.949 -0.074 3.218  -0.035
N 1.053 -0.320 4.034  0.018
C 2.346 -0.362 4.374  0.007
C 3.108 -0.531 3.230  0.003
C 2.162 -0.581 2.210  0.012
N 0.928 -0.438 2.700  -0.013
H 0.125 0.979 5.630  0.000
H -0.037 -0.995 5.891  0.001
H -2.467 0.149 6.370  0.001
H -4.766 0.280 4.871  0.001
H -3.832 0.042 2.302  0.003
H 2.637 -0.269 5.407  -0.001
H 4.179 -0.610 3.155  0.001
H 2.300 -0.706 1.150  -0.002
C 2.014 -0.114 -4.088  0.023
Si 2.115 -0.777 -2.348  0.017
C 2.277 -2.635 -2.378  -0.004
C 3.583 0.004 -1.499  0.007
As 0.201 -0.356 -1.017  0.152
Si -1.647 -1.080 -2.298  -0.042
C -3.203 -0.314 -1.609  -0.027
C -1.555 -0.732 -4.132  0.008
C -1.714 -2.930 -2.056  0.004
Si 0.045 1.989 -0.782  0.008
C 1.391 2.537 0.381  0.002
C -1.596 2.421 -0.008  0.004
C 0.246 2.850 -2.431  0.011
H 2.921 -0.413 -4.623  0.001
H 1.955 0.975 -4.105  -0.002
H 1.157 -0.503 -4.634  -0.003
H 3.247 -2.940 -2.781  0.000
H 1.500 -3.084 -3.001  0.000
H 2.179 -3.049 -1.373  0.003
H 4.506 -0.297 -2.003  0.000
H 3.660 -0.295 -0.454  -0.001
H 3.524 1.093 -1.534  0.000
H -3.321 0.724 -1.925  0.001
H -3.212 -0.335 -0.516  0.029
H -4.071 -0.876 -1.964  0.001
H -1.349 0.317 -4.358  0.002
H -2.515 -0.994 -4.585  -0.001
H -0.787 -1.340 -4.611  0.002
H -1.780 -3.180 -0.995  0.014
H -0.825 -3.421 -2.457  0.000
H -2.589 -3.349 -2.561  0.002
H 1.244 2.109 1.375  -0.002
H 1.362 3.628 0.469  0.000
H 2.389 2.252 0.044  -0.001
H -1.791 1.804 0.874  0.002
H -2.435 2.311 -0.693  0.000
H -1.561 3.463 0.322  0.001
H 1.278 2.783 -2.783  0.002
H -0.001 3.910 -2.325  0.001
H -0.403 2.428 -3.202  0.001

=====

(6)
# C23H29N3O3

A single C23H29N3O3 molecule (wB97M-V/def2-TZVPD, the Open Molecules 2025 dataset).

Calculated values
**ΔE to the lowest compared entry with this formula, charge and spin**: 288.6 kJ/mol
**E_HOMO**: -9.2 eV
**HOMO-LUMO gap**: 9.6 eV

Each line ends with the natural charge from an NBO analysis.
Geometry (Å):
C 2.054 -3.298 1.040  -0.617
C 2.811 -1.982 1.043  -0.224
C 2.192 -0.904 1.935  -0.211
N 2.778 0.323 1.413  -0.435
C 2.846 1.520 2.044  0.694
O 3.497 2.447 1.591  -0.628
C 2.054 1.634 3.334  -0.492
C 1.984 3.077 3.821  -0.313
C 1.124 3.994 2.944  -0.402
C -0.248 4.023 3.637  -0.213
N 0.086 3.707 5.014  -0.617
C 1.290 3.096 5.177  0.682
O 1.714 2.624 6.212  -0.621
C 3.470 0.109 0.145  -0.230
C 2.939 -1.246 -0.306  -0.036
N 1.631 -1.208 -0.958  -0.626
C 0.937 -0.173 -1.509  0.682
O 1.299 0.987 -1.562  -0.614
C -0.393 -0.584 -2.076  -0.125
C -1.764 -0.029 -1.618  -0.358
C -2.074 -0.997 -2.796  -0.046
C -3.405 -1.330 -3.365  0.042
C -3.863 -2.642 -3.395  -0.230
C -5.107 -2.945 -3.931  -0.204
C -5.908 -1.936 -4.443  -0.216
C -5.458 -0.621 -4.417  -0.202
C -4.216 -0.322 -3.882  -0.225
C -1.061 -1.983 -2.158  -0.403
C -0.867 -0.343 -3.529  -0.357
H 0.999 -3.157 0.794  0.202
H 2.486 -4.005 0.328  0.216
H 2.090 -3.763 2.026  0.225
H 3.835 -2.159 1.385  0.212
H 1.100 -0.905 1.830  0.189
H 2.430 -1.055 2.989  0.210
H 1.049 1.224 3.184  0.215
H 2.527 1.018 4.104  0.246
H 2.999 3.454 3.931  0.252
H 1.551 4.996 2.931  0.219
H 1.062 3.652 1.913  0.229
H -0.727 4.998 3.560  0.199
H -0.930 3.278 3.214  0.177
H -0.580 3.715 5.769  0.405
H 3.267 0.920 -0.543  0.270
H 4.551 0.036 0.300  0.197
H 3.654 -1.743 -0.966  0.204
H 1.186 -2.105 -1.063  0.398
H -2.111 -0.344 -0.633  0.197
H -1.930 1.032 -1.799  0.209
H -3.238 -3.432 -2.995  0.211
H -5.452 -3.971 -3.948  0.213
H -6.878 -2.170 -4.861  0.214
H -6.079 0.171 -4.816  0.214
H -3.868 0.705 -3.863  0.212
H -0.600 -2.705 -2.835  0.201
H -1.365 -2.437 -1.211  0.199
H -0.980 0.699 -3.824  0.210
H -0.389 -0.946 -4.302  0.199

=====

Please write out number 5 again, unchanged.
# C15H35AsBHgN4Si3

A molecular structure, C15H35AsBHgN4Si3 (wB97M-V/def2-TZVPD, the Open Molecules 2025 dataset).

Calculated values
**Spin multiplicity**: 2
**ΔE to the lowest compared entry with this formula, charge and spin**: 12.8 kJ/mol
**E_HOMO (alpha / beta)**: -6.8 / -8.2 eV
**HOMO-LUMO gap (alpha / beta)**: 7.3 / 6.9 eV
**⟨S²⟩**: 0.76

Each line ends with the Mulliken spin population.
Geometry (Å):
Hg -0.965 -1.305 1.461  0.731
B -0.082 -0.085 5.092  -0.015
N -1.542 -0.057 4.501  0.032
C -2.603 0.094 5.302  0.021
C -3.751 0.165 4.533  0.010
C -3.283 0.041 3.231  0.011
N -1.949 -0.074 3.218  -0.035
N 1.053 -0.320 4.034  0.018
C 2.346 -0.362 4.374  0.007
C 3.108 -0.531 3.230  0.003
C 2.162 -0.581 2.210  0.012
N 0.928 -0.438 2.700  -0.013
H 0.125 0.979 5.630  0.000
H -0.037 -0.995 5.891  0.001
H -2.467 0.149 6.370  0.001
H -4.766 0.280 4.871  0.001
H -3.832 0.042 2.302  0.003
H 2.637 -0.269 5.407  -0.001
H 4.179 -0.610 3.155  0.001
H 2.300 -0.706 1.150  -0.002
C 2.014 -0.114 -4.088  0.023
Si 2.115 -0.777 -2.348  0.017
C 2.277 -2.635 -2.378  -0.004
C 3.583 0.004 -1.499  0.007
As 0.201 -0.356 -1.017  0.152
Si -1.647 -1.080 -2.298  -0.042
C -3.203 -0.314 -1.609  -0.027
C -1.555 -0.732 -4.132  0.008
C -1.714 -2.930 -2.056  0.004
Si 0.045 1.989 -0.782  0.008
C 1.391 2.537 0.381  0.002
C -1.596 2.421 -0.008  0.004
C 0.246 2.850 -2.431  0.011
H 2.921 -0.413 -4.623  0.001
H 1.955 0.975 -4.105  -0.002
H 1.157 -0.503 -4.634  -0.003
H 3.247 -2.940 -2.781  0.000
H 1.500 -3.084 -3.001  0.000
H 2.179 -3.049 -1.373  0.003
H 4.506 -0.297 -2.003  0.000
H 3.660 -0.295 -0.454  -0.001
H 3.524 1.093 -1.534  0.000
H -3.321 0.724 -1.925  0.001
H -3.212 -0.335 -0.516  0.029
H -4.071 -0.876 -1.964  0.001
H -1.349 0.317 -4.358  0.002
H -2.515 -0.994 -4.585  -0.001
H -0.787 -1.340 -4.611  0.002
H -1.780 -3.180 -0.995  0.014
H -0.825 -3.421 -2.457  0.000
H -2.589 -3.349 -2.561  0.002
H 1.244 2.109 1.375  -0.002
H 1.362 3.628 0.469  0.000
H 2.389 2.252 0.044  -0.001
H -1.791 1.804 0.874  0.002
H -2.435 2.311 -0.693  0.000
H -1.561 3.463 0.322  0.001
H 1.278 2.783 -2.783  0.002
H -0.001 3.910 -2.325  0.001
H -0.403 2.428 -3.202  0.001